The following is a DFT calculation (ωB97M-V/def2-TZVPD) of a single C10H20N2O2 molecule.

Cartesian coordinates (Å):
C1 3.363 -1.631 2.893
C2 2.108 -0.774 2.611
C3 1.527 -0.834 1.134
C4 0.302 -0.268 1.220
C5 -0.960 -1.314 1.418
C6 -1.194 -2.368 0.603
C7 -1.875 -3.620 1.046
C8 0.043 0.235 -0.100
O1 0.672 -0.318 -1.332
N1 -1.049 0.877 -0.475
C9 -1.720 1.315 -1.699
C10 -0.803 2.591 -2.279
N2 0.522 2.237 -2.504
O2 -1.055 3.659 -2.464
H1 3.860 -1.744 3.818
H2 3.165 -2.739 2.609
H3 4.316 -1.312 2.214
H4 1.371 -1.209 3.411
H5 2.255 0.072 2.969
H6 1.666 -1.870 0.837
H7 2.536 -0.297 0.541
H8 0.172 0.606 1.920
H9 -1.638 -0.677 1.751
H10 -0.700 -1.839 2.417
H11 -1.698 -2.175 -0.550
H12 -0.203 -2.732 0.065
H13 -2.238 -4.330 0.499
H14 -3.001 -3.210 1.497
H15 -1.483 -3.990 2.060
H16 -1.497 1.394 0.356
H17 -2.601 1.603 -1.644
H18 -1.304 0.643 -2.506
H19 1.293 3.019 -2.948
H20 0.855 1.299 -2.361

Calculated values
SMILES   CCCC(CCC)C(=O)NCC(N)=O
E   -652.701231 a.u.
Kohn-Sham gap   9.590 eV